The following is a DFT calculation (ωB97M-V/def2-TZVPD) of C19H27N2O6PS in the gas phase at a distorted geometry.

The value obtained for the orbital gap is 7.25 eV. For the electronic energy, the calculation gives -2040.5497 hartree. For the relative energy (zero: lowest compared OMol25 entry of this formula, charge and spin), the calculation gives 0.0 kcal per mole. As for the SMILES: CCSCN1C(=O)c2cc(CP(=O)(O)O)c(C)c(CCCCNC(C)=O)c2C1=O. For the HOMO energy, the calculation gives -8.83 eV.

Geometry as ORCA input:
```
! RIJCOSX wB97M-V def2-TZVPD def2/J DEFGRID3
* xyz 0 1
C 1.6054 -3.8801 2.3704
C 2.3960 -4.8989 1.3782
S 1.3290 -5.4578 -0.0357
C 0.9702 -4.0421 -1.1978
N 1.0614 -2.7015 -0.5455
C 2.4205 -2.1817 -0.6733
O 3.5209 -2.7521 -0.8215
C 2.1919 -0.6070 -0.6280
C 3.1942 0.5675 -0.5525
C 2.6200 2.0079 -0.5222
C 3.5986 3.2941 -0.4282
P 5.3468 2.8633 0.1583
O 6.0803 4.2050 0.4055
O 6.1334 2.0488 -1.1272
O 5.3823 2.0108 1.6268
C 1.0637 2.2676 -0.5798
C 0.6070 3.7976 -0.5783
C 0.0413 1.0999 -0.6376
C -1.5694 1.2996 -0.6675
C -1.9844 2.1196 0.6478
C -3.5130 1.9478 1.1022
C -4.1004 0.4560 0.9825
N -4.9937 0.4235 -0.2260
C -6.1927 -0.3828 -0.0152
C -6.6665 -1.3018 -1.2694
O -6.8991 -0.3993 1.0236
C 0.6619 -0.3423 -0.6670
C -0.0514 -1.7592 -0.7661
O -1.2311 -2.0934 -1.0062
H 1.9721 -2.8287 2.1179
H 1.7966 -4.1727 3.4641
H 0.4957 -3.9667 2.0800
H 2.6022 -5.8448 2.0088
H 3.4253 -4.5116 1.0592
H -0.0523 -4.2556 -1.6719
H 1.7415 -4.1251 -2.0510
H 4.3146 0.3568 -0.5046
H 3.5986 3.9015 -1.4114
H 3.1372 4.0011 0.3575
H 5.3921 1.8474 -1.7588
H 4.4599 1.8134 1.9072
H 0.4663 4.1190 0.5110
H -0.4275 3.8277 -1.0942
H 1.3059 4.4753 -1.1743
H -1.9985 0.2459 -0.7372
H -1.8061 1.8257 -1.6555
H -1.8485 3.2388 0.3854
H -1.2236 1.9299 1.4971
H -4.2391 2.6872 0.6024
H -3.5461 2.2176 2.2283
H -4.6361 0.2227 1.9599
H -3.2782 -0.3524 0.8723
H -4.4739 0.1418 -1.0719
H -5.7619 -1.9593 -1.5198
H -7.6097 -1.8834 -1.0133
H -6.8298 -0.5605 -2.1374
*
```

***

The following is a DFT calculation (ωB97M-V/def2-TZVPD) of 2 unconnected molecules or ions with the total composition C4H12 at a distorted geometry.

The value obtained for the orbital gap is 12.65 eV. For the electronic energy, the calculation gives -159.5758 hartree. For the relative energy (zero: lowest compared OMol25 entry of this formula, charge and spin), the calculation gives 5.8 kcal per mole. As for the SMILES: CC.CC. For the HOMO energy, the calculation gives -11.51 eV.

Geometry as ORCA input:
```
! RIJCOSX wB97M-V def2-TZVPD def2/J DEFGRID3
* xyz 0 1
C 0.4382 -1.9274 2.3226
C -0.3195 -1.1778 1.2291
H -0.1507 -2.7527 2.7300
H 1.3071 -2.3964 1.8660
H 0.7478 -1.2864 3.1476
H -1.4077 -1.1472 1.3692
H -0.1202 -0.1045 1.2658
H -0.1742 -1.5216 0.2105
C 0.4687 2.0041 -2.1272
C -0.5622 1.0910 -1.4585
H 0.6851 1.7205 -3.1552
H 0.1656 3.0520 -2.1129
H 1.4341 2.0038 -1.6247
H -0.9534 1.5692 -0.5574
H -0.0991 0.1286 -1.2996
H -1.4271 0.9972 -2.1135
*
```

***

- The highest relative energy (zero: lowest compared OMol25 entry of this formula, charge and spin) belongs to which entry?
  C4H12

***

- Which formula does entry 1 have?
  C19H27N2O6PS

***

- The lowest orbital gap belongs to which entry?
  C19H27N2O6PS

***

- Number 1 is which compound?
  C19H27N2O6PS